#one
ORCA calculation (ωB97M-V/def2-TZVPD) on one molecule with the formula C7H12N2O2.

Last column: Löwdin charge in e.
CARTESIAN COORDINATES (ANGSTROEM)
O 1.40 1.83 -1.27  -0.04
C 0.84 1.74 -0.15  -0.68
N 1.43 2.09 0.99  0.00
O 2.58 2.87 0.64  -0.18
C -0.33 1.04 -0.14  -0.24
C -0.60 0.37 1.31  -0.01
C -0.89 -1.19 0.90  -0.28
C 0.31 -1.94 0.55  -0.14
C 0.67 -1.13 -0.69  -0.16
N -0.45 -0.21 -1.02  -0.11
C -1.57 -0.85 -0.43  -0.19
H 2.29 2.56 -0.46  0.11
H -1.30 1.72 -0.43  0.20
H -1.77 0.87 1.40  0.16
H 0.02 0.85 2.07  0.10
H -1.59 -1.77 1.42  0.12
H 0.25 -2.94 0.11  0.12
H 1.34 -1.81 1.14  0.18
H 1.68 -0.48 -0.58  0.17
H 0.88 -1.55 -1.83  0.18
H -0.59 -0.33 -2.23  0.30
H -2.11 -1.72 -1.11  0.19
H -2.49 -0.03 -0.21  0.18

Computed properties:
- SMILES string = [O-]/C(=N\O)[C@@H]1C[C@@H]2CC[N@H+]1C2
- HOMO-LUMO gap (eV) = 6.41
- HOMO level (Eh) = -0.2594
- molecular weight (g/mol) = 156.2

***

#two
ORCA calculation (ωB97M-V/def2-TZVPD) on one molecule with the formula C7H12N2O2.

Last column: Löwdin charge in e.
CARTESIAN COORDINATES (ANGSTROEM)
C -2.24 0.32 1.15  -0.05
C -1.18 -0.75 0.80  -0.18
C 0.05 -0.28 0.07  -0.41
C 0.79 -1.45 -0.46  -0.20
C 2.08 -1.15 -1.22  -0.09
N -0.36 0.60 -1.07  0.13
C -0.16 1.94 -0.83  -0.51
O -0.83 2.88 -1.15  0.10
N 0.87 1.93 0.15  0.21
C 0.91 0.76 0.87  -0.39
O 1.50 0.49 1.90  0.10
H -1.73 1.02 1.79  0.07
H -3.04 -0.20 1.68  0.08
H -2.55 0.87 0.26  0.07
H -1.57 -1.45 0.09  0.10
H -0.93 -1.34 1.71  0.14
H 1.04 -2.00 0.50  0.14
H 0.13 -2.07 -1.02  0.11
H 2.48 -2.11 -1.71  0.10
H 3.01 -0.83 -0.71  0.08
H 1.85 -0.36 -1.97  0.07
H -1.34 0.39 -1.37  0.16
H 1.19 2.79 0.56  0.16

Computed properties:
- SMILES string = CCC1(CC)NC(=O)NC1=O
- HOMO-LUMO gap (eV) = 10.85
- HOMO level (Eh) = -0.3709
- molecular weight (g/mol) = 156.2

***

Which structure loses on stability? #one does.